{"formula": "C30H45F5P2PdS", "method": "wB97M-V/def2-TZVPD", "de_lowest_kj_mol": 0.0, "spin_multiplicity": 5, "e_homo_ev": [-13.20, -13.82], "total_charge": 2, "energy_ha": -2877.52198, "s_squared": 6.0376, "gap_ev": [8.26, 4.59], "symbols": ["Pd", "C", "C", "C", "C", "C", "C", "H", "H", "H", "C", "H", "H", "H", "C", "H", "H", "H", "C", "H", "H", "H", "C", "H", "H", "H", "C", "C", "C", "C", "C", "C", "C", "C", "H", "H", "H", "H", "H", "H", "H", "H", "H", "H", "H", "H", "P", "C", "H", "H", "H", "C", "H", "H", "H", "C", "H", "H", "H", "P", "C", "H", "H", "H", "C", "H", "H", "H", "C", "H", "H", "H", "F", "C", "C", "F", "C", "F", "C", "S", "C", "F", "C", "F"], "xyz": [[-0.336563, -0.000775, 0.242408], [-0.141411, 1.294053, 2.216043], [1.005901, 1.953845, 1.658562], [-0.769552, 2.273417, 0.208261], [-1.283272, 1.606769, 1.380637], [0.630131, 2.527673, 0.424228], [-0.224175, 0.687529, 3.566391], [0.663143, 0.069875, 3.777367], [-1.132195, 0.077940, 3.676345], [-0.265260, 1.493005, 4.317237], [-2.719857, 1.597773, 1.769466], [-2.894941, 1.083486, 2.720523], [-3.333495, 1.127708, 0.989257], [-3.080149, 2.632660, 1.887390], [-1.606181, 2.871397, -0.857229], [-1.740876, 3.946806, -0.659962], [-2.598393, 2.407726, -0.912160], [-1.122473, 2.767505, -1.840481], [1.503761, 3.296653, -0.488414], [1.600301, 4.347448, -0.170417], [1.097433, 3.305075, -1.509913], [2.519115, 2.866558, -0.514897], [2.343829, 2.027690, 2.299833], [2.416679, 2.811441, 3.078481], [3.129021, 2.247451, 1.560304], [2.609753, 1.075716, 2.791694], [2.870428, -2.192630, 0.373083], [3.053697, -1.508626, 1.505099], [4.430657, -1.234051, 2.044701], [5.328456, -0.193327, 1.317016], [4.760657, 0.415833, 0.067422], [4.603947, -0.295449, -1.057405], [4.980576, -1.745969, -1.132707], [4.040326, -2.737982, -0.403223], [4.992656, -2.176793, 2.087799], [6.301696, -0.665196, 1.110705], [4.326105, -0.888011, 3.079882], [4.664298, -3.325082, 0.281946], [1.884551, -2.510399, 0.020137], [2.237421, -1.235093, 2.179671], [3.659065, -3.435285, -1.157176], [5.027351, -2.030717, -2.191676], [4.267631, 0.150820, -1.991509], [6.000788, -1.892678, -0.751321], [5.549472, 0.621759, 2.020636], [4.569001, 1.485221, 0.118429], [-1.149216, -2.048738, 1.249383], [-2.758314, -1.738797, 2.044045], [-3.196247, -2.696185, 2.348952], [-3.436985, -1.257080, 1.331634], [-2.645216, -1.105000, 2.928317], [-1.523314, -3.439770, 0.135754], [-2.108894, -4.197434, 0.676107], [-0.581602, -3.887734, -0.206186], [-2.104189, -3.094412, -0.729255], [-0.278068, -2.846170, 2.636227], [0.646183, -3.319250, 2.289391], [-0.926819, -3.609814, 3.088910], [-0.032719, -2.103009, 3.402734], [0.155992, -0.286653, -2.401700], [1.196584, 1.042117, -3.108699], [1.664227, 0.737307, -4.055370], [1.982529, 1.315768, -2.394056], [0.566367, 1.919753, -3.308621], [0.941174, -1.842771, -2.965920], [2.032755, -1.802717, -2.846670], [0.691324, -2.023070, -4.023611], [0.539273, -2.669605, -2.363848], [-1.258412, -0.205407, -3.558070], [-0.919559, -0.184804, -4.596271], [-1.823246, 0.704403, -3.347240], [-1.929173, -1.058796, -3.409758], [-8.045707, 2.379374, -1.834593], [-6.866367, 1.770211, -1.646337], [-6.744523, 0.745947, -0.697317], [-7.805676, 0.396446, 0.053629], [-5.538712, 0.068732, -0.557183], [-5.455938, -0.906361, 0.384188], [-4.399054, 0.355302, -1.356038], [-2.987380, -0.587608, -1.176110], [-4.561459, 1.430314, -2.274898], [-3.536762, 1.810209, -3.095023], [-5.756700, 2.122689, -2.417600], [-5.865211, 3.109844, -3.331357]], "forces_ev_per_angstrom": [[0.4, -1.5, -2.1], [-0.9, 0.7, -0.1], [0.1, -0.7, 0.7], [0.8, 0.8, 0.4], [0.7, 0.4, 1.0], [-1.1, 0.0, -1.0], [0.1, -0.1, 0.4], [-0.3, 0.2, 0.0], [0.4, 0.2, 0.1], [0.0, -0.3, -0.1], [-0.3, -0.1, 0.1], [0.1, 0.1, -0.3], [0.1, 0.2, 0.3], [0.2, -0.2, -0.1], [-0.1, 0.1, -0.4], [0.0, -0.2, -0.1], [0.4, 0.2, 0.1], [-0.2, 0.1, 0.3], [0.4, 0.1, -0.4], [0.0, -0.3, 0.0], [0.2, 0.1, 0.4], [-0.3, 0.2, 0.0], [0.6, -0.2, 0.0], [-0.3, -0.2, -0.3], [-0.3, -0.1, 0.3], [-0.2, 0.4, -0.2], [0.1, -0.1, 0.2], [0.0, -0.2, 0.1], [0.1, 0.1, 0.6], [0.2, 0.4, 0.2], [0.2, -0.4, -0.6], [0.2, 0.4, 0.4], [0.3, 0.1, -0.5], [-0.2, -0.5, -0.3], [-0.2, 0.1, 0.1], [-0.3, 0.2, -0.1], [0.0, -0.2, -0.1], [-0.2, 0.0, -0.1], [0.0, 0.3, 0.2], [-0.1, 0.0, -0.4], [0.1, 0.0, 0.2], [0.0, 0.0, 0.2], [-0.1, 0.2, 0.2], [-0.2, 0.2, 0.0], [0.0, -0.2, -0.2], [-0.1, -0.1, -0.3], [-0.5, -0.4, 1.1], [-0.2, 0.1, -0.2], [0.1, 0.1, 0.0], [0.1, -0.2, 0.3], [0.0, -0.2, -0.2], [0.2, 0.0, -0.3], [0.2, 0.2, -0.1], [-0.2, 0.0, 0.0], [0.2, -0.2, 0.2], [0.3, 0.0, 0.0], [-0.1, 0.1, 0.1], [0.1, 0.2, -0.2], [0.0, -0.2, -0.2], [0.3, 0.4, -0.5], [0.2, 0.1, 0.2], [-0.2, 0.0, 0.2], [-0.1, -0.1, -0.3], [0.2, -0.2, 0.1], [0.1, -0.2, 0.4], [-0.3, 0.0, 0.1], [0.1, 0.2, 0.4], [0.2, 0.1, -0.2], [-0.2, 0.1, 0.2], [0.2, -0.1, 0.1], [0.2, -0.2, -0.2], [0.2, 0.1, -0.2], [1.5, -0.7, 0.3], [-1.0, 0.2, 0.0], [-0.5, -0.5, 0.6], [1.0, 0.4, -0.7], [-0.4, -0.6, 0.4], [-0.2, 1.0, -1.0], [-0.3, 0.4, -0.1], [-0.5, 0.3, 0.5], [0.5, 0.6, -0.6], [-1.1, -0.5, 1.0], [0.2, 0.6, -0.8], [0.1, -1.0, 0.9]], "mulliken_spin": [0.958, 0.181, 0.198, 0.202, 0.386, 0.246, -0.010, 0.010, 0.005, 0.013, 0.005, 0.003, 0.016, 0.016, -0.003, 0.018, -0.001, 0.013, -0.024, 0.023, 0.006, 0.014, 0.011, 0.035, 0.006, 0.008, 0.063, -0.017, -0.001, 0.003, 0.004, -0.002, 0.001, -0.001, 0.001, 0.000, -0.001, 0.001, 0.021, -0.013, 0.000, 0.000, 0.000, 0.000, 0.000, -0.004, 0.214, 0.051, 0.004, -0.026, 0.004, 0.030, 0.004, -0.004, -0.002, 0.013, -0.002, 0.004, 0.002, 0.195, -0.009, 0.005, 0.008, -0.001, 0.026, 0.001, 0.004, -0.004, 0.050, 0.006, -0.011, -0.008, 0.018, 0.140, -0.025, -0.003, 0.071, 0.006, 0.070, 0.734, 0.078, 0.005, -0.031, -0.003]}